H32O16 | the ωB97M-V functional and the def2-TZVPD basis

Computed properties:
- ΔE to the lowest compared entry with this formula, charge and spin (kJ/mol) = 557.6
- calculated total energy (eV) = -33279.1547
- net charge = 0
- highest occupied orbital energy (eV) = -9.552

CARTESIAN COORDINATES (ANGSTROEM)
O -0.76917 2.27638 2.65742
H -0.87717 1.32038 2.39342
H -1.63917 2.58038 2.49242
O -0.80317 -0.49262 2.36842
H -0.49917 -1.22862 2.91742
H -1.55217 -0.81062 1.88642
O 0.01883 -3.07262 1.07442
H 0.16883 -3.78562 1.72842
H -0.93517 -3.05162 1.02042
O 1.03583 -3.01062 -1.54658
H 0.48083 -2.98062 -0.78258
H 0.87983 -3.82662 -2.03258
O -0.98117 3.41938 -0.34758
H -1.34817 4.12538 0.19142
H -0.34617 3.00238 0.21342
O 1.88383 -0.74162 -2.60058
H 1.72483 -1.65162 -2.42758
H 1.64083 -0.32962 -1.77358
O 3.80483 -1.55662 -0.55058
H 3.04683 -1.51162 0.07042
H 3.58483 -2.04062 -1.33558
O -2.37817 0.91338 0.14842
H -2.68617 1.60438 0.77942
H -3.19117 0.42038 -0.04758
O 0.23483 0.12438 -0.37658
H 0.47483 -0.38662 0.38842
H -0.68717 0.32738 -0.21358
O 2.04683 -1.34762 1.37942
H 1.31583 -1.90162 1.20542
H 2.42383 -1.67362 2.19242
O -0.78417 -0.42462 -3.67058
H -1.14717 0.43638 -3.74958
H -0.03117 -0.31662 -3.14258
O 1.55583 2.81638 0.34542
H 1.96983 1.96838 0.43442
H 2.03483 3.22538 -0.36958
O 0.59183 2.07238 -2.33858
H 1.06483 2.89638 -2.38558
H 0.55283 1.98238 -1.40258
O -2.47117 -2.39662 0.94842
H -2.30117 -1.97362 0.09742
H -2.95917 -3.23162 0.81342
O -3.54117 2.35638 -1.78558
H -3.87017 1.64538 -2.38558
H -2.88517 2.00338 -1.20758
O 2.21583 1.06738 2.81742
H 2.19483 0.29738 2.29942
H 1.73683 0.86238 3.60942

Cartesian forces, eV/Å:
O 0.6 -1.8 -0.4
H 0.8 1.0 0.6
H -1.3 1.1 0.0
O 0.8 0.1 0.6
H -0.2 0.3 -0.2
H -0.8 -0.4 -0.3
O 1.0 -1.4 0.9
H 0.3 0.4 -0.6
H -0.9 0.6 0.0
O 0.7 -0.5 -1.0
H -0.5 -0.3 0.7
H -0.2 0.1 0.2
O -1.5 0.6 -0.5
H 0.0 0.1 -0.1
H 1.2 -0.4 0.8
O 0.4 1.3 -1.0
H -0.3 -1.2 0.2
H -0.1 0.5 0.3
O 0.6 0.4 1.0
H 0.6 -0.3 -0.9
H -0.5 -0.1 -0.4
O -0.9 -0.2 1.1
H 0.6 -0.5 -0.7
H 0.2 0.2 0.0
O 0.2 -0.3 -0.3
H 0.3 0.0 0.7
H -0.4 0.4 -0.2
O 1.1 1.3 0.6
H -1.6 -1.3 -0.3
H 0.4 -0.2 0.3
O -2.0 -1.5 -1.1
H -0.4 1.3 -0.1
H 2.3 0.2 1.2
O -0.2 0.5 0.2
H 0.3 -0.8 0.4
H 0.3 0.4 -0.3
O 0.2 -0.1 -1.1
H 0.1 0.6 -0.7
H -0.4 -0.6 1.2
O -0.5 -0.5 0.1
H -0.3 -0.2 -0.3
H 0.0 0.8 -0.2
O -1.9 0.0 -1.6
H 0.7 0.8 0.8
H 1.1 -0.4 0.2
O 0.6 1.8 0.7
H -0.2 -1.6 -1.2
H -0.5 0.1 0.5

natural (NBO) atomic charge list, values in e, 6 entries: -0.9386, 0.4863, 0.4380, -0.9583, 0.4842, 0.4887